Record 1
{
  "formula": "C24H14F2N4O3S",
  "method": "ωB97M-V with the def2-TZVPD basis set",
  "elements": ["O", "O", "F", "F", "N", "N", "O", "S", "C", "C", "C", "C", "C", "C", "C", "C", "C", "C", "C", "C", "C", "C", "C", "C", "C", "C", "C", "C", "C", "C", "C", "C", "N", "N", "H", "H", "H", "H", "H", "H", "H", "H", "H", "H", "H", "H", "H", "H"],
  "coordinates": [[-1.07250, 0.87626, -2.68955], [-1.86232, 0.99182, 1.18999], [-6.05828, 2.96066, 5.91160], [2.15637, -2.40804, -3.89202], [4.55090, -4.72406, -0.06140], [6.66174, -3.88250, 0.46380], [3.27375, -4.00541, -1.84507], [7.82990, -2.01988, -1.04627], [-1.20629, 0.81539, -1.52859], [-2.56104, 1.67815, 0.45350], [7.03701, -1.65786, -2.49650], [-2.62131, 2.84203, -1.82535], [-3.65990, 3.68955, -1.25584], [-2.10204, 1.78972, -1.02204], [5.74262, -2.20076, -2.69441], [-4.04758, 3.52103, 0.03221], [5.61981, -4.63893, 0.67804], [4.45987, -3.88541, -1.09895], [6.54376, -2.99112, -0.53985], [-5.29970, 4.02188, 3.85928], [-5.08258, 1.68489, 4.06093], [1.91745, -2.73341, -0.30924], [0.88675, -1.85980, -0.12240], [0.87756, -1.31065, -2.43194], [-4.59098, 3.97818, 2.72287], [-4.43551, 1.55650, 2.87401], [-5.61226, 2.88478, 4.59028], [2.00390, -2.18891, -2.63280], [2.36132, -3.00052, -1.62287], [5.45431, -3.00953, -1.42985], [0.39182, -1.01839, -1.13736], [-4.06046, 2.74151, 2.24083], [-0.52623, -0.05808, -0.72924], [-3.44417, 2.67180, 0.88527], [7.49098, -0.96839, -3.09035], [-2.25183, 2.92108, -2.86124], [-4.25024, 4.34140, -1.89264], [5.29159, -2.17111, -3.65747], [-4.87106, 4.14130, 0.32338], [5.64301, -5.33458, 1.51140], [-5.64084, 4.97113, 4.30538], [-5.15060, 0.81086, 4.70327], [2.39072, -3.23763, 0.48405], [0.58792, -1.57992, 0.85268], [0.58076, -0.65863, -3.24202], [-4.57504, 4.89621, 2.19944], [-4.02859, 0.68069, 2.59058], [-0.74249, 0.07671, 0.22246]],
  "forces_ev_per_a": [[1.30, -0.68, -5.53], [-1.55, -0.18, 1.31], [0.28, -0.21, -2.31], [1.94, -0.86, -2.62], [-1.85, 1.04, -1.65], [0.63, 1.67, 0.34], [1.68, -0.27, 0.23], [0.70, 0.31, 0.40], [1.17, -0.93, 1.91], [2.74, 1.66, -2.29], [-4.07, -1.83, 0.34], [0.31, -1.79, 1.74], [0.76, -1.08, -0.79], [-4.30, 3.48, 2.84], [3.45, -0.21, 3.41], [0.34, 0.89, -2.52], [0.80, -0.86, 0.61], [-1.97, -1.79, 0.63], [-0.61, -2.08, 0.39], [-2.15, 0.82, 3.27], [-1.88, -0.32, 3.05], [-0.67, 0.15, -1.75], [0.61, 1.15, 0.06], [0.72, 1.66, 1.43], [1.24, -1.85, -1.69], [0.47, 4.06, 0.40], [2.14, -0.97, 0.01], [-5.27, 1.62, 1.35], [1.61, -0.23, 1.56], [0.97, 1.73, -2.81], [0.94, -1.70, -1.18], [-0.91, 0.19, -1.12], [-0.29, 0.30, -1.50], [-1.33, -0.38, 2.13], [1.20, 1.58, -1.94], [-0.34, 0.07, 0.69], [0.32, 0.05, 0.14], [-0.87, 0.08, -0.14], [-0.16, -0.22, 0.69], [0.30, 0.08, 0.05], [0.21, -0.33, -0.57], [-0.27, -0.06, -0.15], [0.23, -0.69, 0.88], [-0.30, -0.19, 1.13], [-0.10, -0.35, -0.20], [0.79, 0.67, -0.64], [1.07, -2.92, -1.01], [-0.05, -0.26, 1.43]],
  "smiles": "O=C(Nc1ccc(Oc2ncnc3sccc23)c(F)c1)c1cccn(-c2ccc(F)cc2)c1=O",
  "orbital_gap_ev": 7.7112,
  "molar_mass_g_mol": 476.46,
  "charge": 0,
  "energy_ha": -1965.55556
}

=====

Record 2
{
  "formula": "C24H14F2O10V",
  "method": "ωB97M-V with the def2-TZVPD basis set",
  "elements": ["O", "V", "O", "C", "C", "C", "O", "C", "C", "C", "O", "O", "O", "H", "H", "C", "C", "C", "O", "C", "C", "C", "O", "O", "O", "H", "H", "F", "C", "C", "C", "C", "C", "C", "H", "H", "H", "H", "H", "F", "C", "C", "C", "C", "C", "C", "H", "H", "H", "H", "H"],
  "coordinates": [[0.14322, -2.35121, 0.44772], [-0.13164, -1.09866, 1.30820], [-0.05040, -1.50336, 2.81955], [-4.84075, 2.26064, 0.22476], [-4.58691, 3.23232, 1.23936], [-3.36391, 3.03400, 2.13245], [-3.14433, 3.81659, 3.04543], [-2.52165, 1.82894, 1.99082], [-2.81779, 0.91775, 1.00558], [-4.04347, 1.12087, 0.11636], [-4.31139, 0.31179, -0.82330], [-2.11492, -0.17790, 0.88615], [-5.31307, 4.22778, 1.40991], [-5.67783, 2.45550, -0.42655], [-1.65238, 1.67018, 2.61100], [1.84924, 3.89202, -0.23079], [1.68331, 2.51676, -0.36459], [1.68125, 1.62322, 0.86459], [1.53970, 0.32445, 0.71270], [1.55369, 2.14546, 2.12238], [1.75997, 3.53789, 2.33574], [1.96186, 4.49199, 1.06211], [2.00294, 5.71048, 1.25245], [1.50653, 4.08989, 3.39990], [1.43700, 2.05210, -1.51780], [1.80527, 4.50517, -1.11716], [1.38447, 1.51385, 2.98515], [0.01645, -0.76055, -1.63522], [-0.37726, -0.87522, -2.88848], [-1.51467, -0.18904, -3.28906], [-1.95756, -0.35169, -4.59057], [-1.27779, -1.19294, -5.51112], [-0.11735, -1.78767, -5.08942], [0.35844, -1.65358, -3.78522], [-2.20637, 0.35609, -2.65809], [-2.86044, 0.15904, -4.89887], [-1.71061, -1.26106, -6.50001], [0.39362, -2.45335, -5.77902], [1.30408, -2.08869, -3.49777], [1.64094, -4.85556, 3.81166], [2.26983, -4.30195, 2.73942], [2.51509, -5.01761, 1.59980], [3.17872, -4.33493, 0.55054], [3.54992, -2.98822, 0.65842], [3.18850, -2.29542, 1.79470], [2.53646, -2.94263, 2.85082], [2.24654, -6.05846, 1.49259], [3.31452, -4.97141, -0.31454], [4.05696, -2.62546, -0.22404], [3.41081, -1.24239, 1.90891], [2.30320, -2.41582, 3.76240]],
  "forces_ev_per_a": [[0.15, -1.65, -0.46], [-0.99, 5.12, -1.24], [0.09, -0.30, 0.81], [0.89, 1.13, 2.10], [-1.04, -0.15, -1.36], [1.12, -0.90, 1.27], [-0.19, 0.37, -0.07], [-1.33, 0.38, -1.53], [0.75, 0.07, 1.69], [-0.78, -0.70, -2.54], [0.90, -0.28, 0.91], [1.87, -1.44, -0.51], [0.23, 0.12, 0.31], [-0.04, -0.30, -0.19], [0.02, 0.24, 0.18], [0.67, 0.18, 2.11], [-0.34, 0.07, -2.58], [-1.48, -1.15, 1.28], [-1.32, -1.53, -0.19], [1.23, 0.06, -0.65], [-1.32, 1.54, -0.39], [-0.58, -0.30, -0.69], [0.47, 0.16, 0.36], [0.76, -0.14, 0.23], [0.41, -0.70, 1.30], [-0.03, 0.09, -0.04], [-0.10, -0.11, -0.03], [0.24, -0.03, -0.06], [0.15, 0.18, -0.31], [-0.97, -0.31, -0.65], [0.64, -0.75, -0.68], [-1.14, 1.58, 0.99], [0.35, -0.83, -0.20], [-0.41, 0.58, 0.04], [0.61, 0.07, 0.66], [-0.05, -0.02, 0.02], [0.32, -0.33, -0.17], [0.24, 0.10, 0.06], [-0.09, -0.11, 0.22], [0.10, -0.49, -0.15], [-0.59, 1.14, 0.59], [0.76, 0.59, -0.71], [-0.72, -0.70, 1.16], [-0.39, -1.87, -0.86], [0.06, 0.26, 0.82], [0.86, -0.28, -0.67], [-0.11, -0.01, 0.10], [0.39, 0.50, -0.37], [-0.01, 0.80, 0.28], [-0.08, 0.04, -0.19], [-0.22, 0.02, -0.05]],
  "orbital_gap_ev": 5.0330,
  "molar_mass_g_mol": 551.31,
  "charge": -3,
  "energy_ha": -2819.04908
}